Record 1
ORCA calculation (ωB97M-V/def2-TZVPD) on a 2-piece molecular cluster, C11H20N3O overall at a distorted geometry.

XYZ file:
```
35
Properties=species:S:1:pos:R:3:mulliken_charge:R:1
C -0.25385 2.99511 -2.03933 -0.55
C 0.65496 4.20561 -2.24250 -1.17
C -0.32176 2.49127 -0.63740 0.22
C 0.74376 2.08105 0.16288 -0.08
C -1.57628 2.18073 -0.08349 -0.52
C 0.65554 1.47710 1.40338 -0.92
C -1.74057 1.57357 1.15139 -0.38
C -0.61900 1.16099 1.85489 0.49
O -0.75901 0.46386 3.03951 -0.60
H -1.22398 3.22777 -2.46250 0.31
H 0.11220 2.18176 -2.66862 0.32
H 0.97408 4.36326 -3.27285 0.35
H 1.71210 2.31202 -0.28553 0.31
H -2.42855 2.32263 -0.71509 0.35
H 1.53053 1.04409 1.87012 0.43
H -2.75616 1.46811 1.50569 0.42
H -1.58515 0.59988 3.50809 0.35
H 1.50902 4.17148 -1.57548 0.31
H 0.18558 5.16337 -1.99921 0.32
C 1.20418 -3.59056 -0.45305 -0.40
C 1.35641 -2.75015 -1.71468 -1.24
C -0.41679 -2.83999 1.22085 0.73
N -0.18237 -3.39870 0.05012 -0.19
N -1.48128 -1.97993 1.32289 -0.35
N 0.35541 -2.93397 2.29165 -0.41
H 1.26984 -4.64803 -0.71543 0.29
H 1.94772 -3.39051 0.29329 0.34
H 1.23154 -1.69437 -1.49697 0.34
H 0.64769 -3.15164 -2.45068 0.37
H -0.89491 -3.22850 -0.64065 0.25
H -2.39454 -2.24854 1.00493 0.22
H -1.31107 -1.12991 1.83997 0.20
H 1.30141 -3.29247 2.27570 0.28
H 0.31568 -2.16333 2.94741 0.24
H 2.23760 -3.04307 -2.28930 0.37
```

Properties
ΔE to the lowest compared entry with this formula, charge and spin, kJ/mol: 60.6
Charge: +1
Kohn-Sham gap, eV: 8.83
HOMO, eV: -11.5
DFT total energy, eV: -18243.28747

***

Record 2
ORCA calculation (ωB97M-V/def2-TZVPD) on a 2-piece molecular cluster, C11H20NO overall at a distorted geometry.

XYZ file:
```
33
Properties=species:S:1:pos:R:3:mulliken_charge:R:1
C -3.37740 -0.51902 0.58473 -0.63
C -2.94325 -1.31963 -0.60343 -0.96
C 1.33286 2.74259 -0.59806 -0.81
C -2.45496 0.65568 0.57410 -0.90
C -1.42587 -1.37812 -0.50159 -0.29
C 0.06511 2.26182 0.15229 -0.74
C 2.15333 1.42549 -0.67017 -0.73
C -1.12752 -0.06816 0.10178 0.76
C -0.07562 0.76534 -0.13699 -0.62
C 2.81874 -1.31390 0.17820 0.20
C 1.95553 -1.71587 1.31482 -0.90
N 1.21281 0.33962 -0.52557 0.00
O 3.07767 -1.91248 -0.92219 -0.35
H -4.30760 -0.12852 0.31796 0.35
H -3.44772 -1.19418 1.47116 0.31
H -3.29841 -2.32780 -0.61300 0.44
H -3.07126 -0.85297 -1.56892 0.30
H 1.01640 3.25347 -1.51290 0.32
H 1.79816 3.40366 0.03188 0.36
H -2.72928 1.37169 -0.14092 0.40
H -2.28214 1.09011 1.59102 0.33
H -1.27716 -2.14996 0.20237 0.21
H -0.96612 -1.50469 -1.49539 0.35
H 0.18893 2.50341 1.20486 0.33
H -0.85762 2.92272 -0.01179 0.37
H 2.73164 1.25599 -1.48224 0.56
H 2.83681 1.28942 0.24404 0.26
H 1.34874 -2.39826 0.93461 0.31
H 1.48392 -0.85275 1.83806 0.27
H 2.48713 -2.21548 2.18968 0.35
H 1.08819 -0.33877 -1.33032 0.32
H 3.67155 -0.60031 0.38334 0.43
H 2.37438 -2.49012 -1.20142 0.39
```

Properties
ΔE to the lowest compared entry with this formula, charge and spin, kJ/mol: 33.1
Charge: +1
Kohn-Sham gap (alpha / beta), eV: 6.82 / 6.82
HOMO (alpha / beta), eV: -11.5 / -11.5
DFT total energy, eV: -15259.06485

***

Copy entry 2 word for word.
ORCA calculation (ωB97M-V/def2-TZVPD) on a 2-piece molecular cluster, C11H20NO overall at a distorted geometry.

XYZ file:
```
33
Properties=species:S:1:pos:R:3:mulliken_charge:R:1
C -3.37740 -0.51902 0.58473 -0.63
C -2.94325 -1.31963 -0.60343 -0.96
C 1.33286 2.74259 -0.59806 -0.81
C -2.45496 0.65568 0.57410 -0.90
C -1.42587 -1.37812 -0.50159 -0.29
C 0.06511 2.26182 0.15229 -0.74
C 2.15333 1.42549 -0.67017 -0.73
C -1.12752 -0.06816 0.10178 0.76
C -0.07562 0.76534 -0.13699 -0.62
C 2.81874 -1.31390 0.17820 0.20
C 1.95553 -1.71587 1.31482 -0.90
N 1.21281 0.33962 -0.52557 0.00
O 3.07767 -1.91248 -0.92219 -0.35
H -4.30760 -0.12852 0.31796 0.35
H -3.44772 -1.19418 1.47116 0.31
H -3.29841 -2.32780 -0.61300 0.44
H -3.07126 -0.85297 -1.56892 0.30
H 1.01640 3.25347 -1.51290 0.32
H 1.79816 3.40366 0.03188 0.36
H -2.72928 1.37169 -0.14092 0.40
H -2.28214 1.09011 1.59102 0.33
H -1.27716 -2.14996 0.20237 0.21
H -0.96612 -1.50469 -1.49539 0.35
H 0.18893 2.50341 1.20486 0.33
H -0.85762 2.92272 -0.01179 0.37
H 2.73164 1.25599 -1.48224 0.56
H 2.83681 1.28942 0.24404 0.26
H 1.34874 -2.39826 0.93461 0.31
H 1.48392 -0.85275 1.83806 0.27
H 2.48713 -2.21548 2.18968 0.35
H 1.08819 -0.33877 -1.33032 0.32
H 3.67155 -0.60031 0.38334 0.43
H 2.37438 -2.49012 -1.20142 0.39
```

Properties
ΔE to the lowest compared entry with this formula, charge and spin, kJ/mol: 33.1
Charge: +1
Kohn-Sham gap (alpha / beta), eV: 6.82 / 6.82
HOMO (alpha / beta), eV: -11.5 / -11.5
DFT total energy, eV: -15259.06485